1.
This record from OMol25 describes a molecular structure, C5H8O at a distorted geometry. The level of theory is ωB97M-V/def2-TZVPD.

Element x y z (Å)
1 O 1.5981 0.7594 -0.0019
2 C 1.4272 -0.3798 -0.8731
3 C 0.0850 -0.3158 -1.5098
4 C 1.0018 -0.4068 0.5188
5 C -1.2809 0.7744 0.8955
6 C -0.4800 -0.3662 0.3382
7 H -0.7658 -0.8825 -1.1024
8 H -2.3435 0.7143 0.6317
9 H 2.3592 -0.7683 -1.2785
10 H 1.4965 -0.8986 1.3425
11 H -0.8676 1.7073 0.5151
12 H -0.1337 0.6287 -2.0031
13 H -1.2086 0.7769 1.9903
14 H -0.9227 -1.3492 0.6187

Atoms 1-3, force components in eV/Å:
O 0.31 0.08 0.04
C -0.10 -0.41 0.01
C -0.77 0.68 1.48

## Properties
- ΔE to the lowest compared entry with this formula, charge and spin: 458.8 kJ/mol
- 2S+1: 1
- E_LUMO: 0.040 Ha

=====

2.
This record from OMol25 describes a molecular structure, C53H48CrN10OS3 at a distorted geometry. The level of theory is ωB97M-V/def2-TZVPD.

Element x y z (Å)
1 Cr 1.2410 -0.8285 1.0625
2 S 1.0194 -1.9117 -1.1153
3 S -1.1409 -0.3792 0.5596
4 S 0.5906 2.1032 -0.2809
5 O 1.4663 0.8602 -0.2517
6 N 3.1131 -1.7342 1.1460
7 N -4.0007 3.5790 6.4427
8 N -1.0004 -3.1828 -2.2256
9 N -2.9154 -1.5447 -1.0183
10 N -1.1560 -4.3292 3.1601
11 N 0.7552 -0.0594 2.8726
12 N 4.0598 3.2920 2.6359
13 N 2.9057 0.9273 1.8825
14 N 3.7623 -2.2162 0.0593
15 N 0.4808 -2.3968 2.0258
16 C 4.8163 -2.9854 0.3983
17 C 0.2401 1.8543 4.2060
18 C 5.6462 -3.7259 -0.5712
19 C -0.3179 -2.1136 3.0844
20 C -6.4546 1.0129 -2.4571
21 C -0.6293 -2.2051 -1.4011
22 C -1.6306 -1.4234 -0.6929
23 C -4.1767 2.2901 6.2874
24 C 2.4146 5.4927 0.9556
25 C 3.7899 -2.1901 2.2075
26 C -4.6496 0.2130 -1.0821
27 C 3.5649 5.5251 0.1852
28 C 2.9276 2.9062 3.1770
29 C 0.4894 -3.6611 1.5965
30 C -1.9604 2.0500 5.3865
31 C 4.0604 1.2996 1.3750
32 C 4.8648 -2.9717 1.7830
33 C -0.3473 -4.6162 2.1530
34 C 2.9293 3.4695 -0.8888
35 C -1.1239 -3.1092 3.6478
36 C -0.1753 -2.7921 -7.1404
37 C 0.1940 -2.2385 -4.8352
38 C 4.6378 2.5176 1.7408
39 C 0.1659 -1.8653 -6.1666
40 C -4.0687 1.4759 -1.1209
41 C -3.2611 -2.2769 -2.2241
42 C 2.3089 1.7102 2.7850
43 C 3.4101 -1.9039 3.6108
44 C -0.0657 -3.9582 -3.0182
45 C 0.6826 1.5549 -3.0187
46 C -1.0989 -0.0994 4.3928
47 C -0.9515 3.7215 -3.6277
48 C 1.5208 4.4447 0.8129
49 C -5.8743 2.2696 -2.4934
50 C -2.8658 4.1519 6.1246
51 C -5.8451 -0.0105 -1.7524
52 C -0.4340 2.9290 -4.6417
53 C -4.6818 2.4980 -1.8255
54 C 0.1824 2.3676 -2.0192
55 C -3.1814 1.4790 5.7619
56 C 0.3662 1.8394 -4.3384
57 C -3.9988 -0.9024 -0.2930
58 C -0.4588 -4.4703 -5.4490
59 C 1.7791 3.4545 -0.1199
60 C 1.0565 1.1782 3.3119
61 C -0.9354 1.2612 4.6871
62 C -2.4045 -3.5303 -2.3285
63 C 3.8254 4.5139 -0.7278
64 C -0.4789 -4.0959 -6.7818
65 C -0.6561 3.4339 -2.3063
66 C -1.8077 3.4271 5.5945
67 C -0.1208 -3.5443 -4.4723
68 C -0.2333 -0.7253 3.5069
69 H -5.1341 1.8863 6.5804
70 H -1.9097 -0.6691 4.8118
71 H 0.7585 1.2202 -5.1307
72 H 2.6411 -1.1386 3.6515
73 H 3.4895 -1.9634 -0.8814
74 H -0.9026 3.9573 5.3496
75 H 1.3185 0.7170 -2.7662
76 H 5.5669 2.8693 1.3198
77 H 5.5794 -3.4704 2.4036
78 H 2.2162 6.2772 1.6664
79 H 5.3373 -3.5363 -1.5960
80 H -2.7906 5.2172 6.2892
81 H -0.2028 -2.4983 -8.1780
82 H 1.1465 -3.8946 0.7705
83 H 4.7295 4.5349 -1.3155
84 H -3.3842 0.4296 5.6422
85 H -1.7573 -2.9242 4.5024
86 H 0.5135 2.8493 4.5109
87 H 3.0406 -2.8114 4.0863
88 H -0.7188 -4.8274 -7.5372
89 H -2.5793 -4.0232 -3.2866
90 H 0.4723 -1.5213 -4.0746
91 H -3.5982 -0.5110 0.6438
92 H -4.2349 3.4800 -1.8440
93 H -4.3168 -2.5467 -2.1848
94 H 4.2512 6.3485 0.2965
95 H -1.0636 4.0316 -1.5052
96 H -0.6820 -5.4904 -5.1750
97 H 4.5188 0.6292 0.6632
98 H -2.6533 -4.2326 -1.5204
99 H -6.3588 3.0704 -3.0299
100 H -6.3201 -0.9788 -1.7057
101 H -0.3212 -5.0155 -2.9234
102 H 0.6191 4.3940 1.4023
103 H 3.1182 2.6853 -1.6079
104 H -1.5768 4.5668 -3.8678
105 H -4.7445 -1.6723 -0.0738
106 H 0.9401 -3.7996 -2.6243
107 H 4.2801 -1.5714 4.1748
108 H -7.3854 0.8310 -2.9692
109 H -0.3705 -5.6316 1.7901
110 H 5.5617 -4.7948 -0.3706
111 H -3.1000 -1.6331 -3.0973
112 H 2.5240 3.5544 3.9393
113 H -0.6582 3.1645 -5.6702
114 H -3.1475 1.6624 -0.5830
115 H 0.4243 -0.8565 -6.4521
116 H 6.6983 -3.4691 -0.4572

Atoms 1-3, force components in eV/Å:
Cr 0.10 0.81 -1.70
S -0.08 0.04 -0.07
S -0.21 -0.20 -0.15

## Properties
- Charge: +3
- 2S+1: 4
- E_LUMO (alpha / beta): -0.337 / -0.338 Ha

=====

no.,energy (eV)
1,-7357.5002
2,-133595.3067